Molecular formula: C8H5ClO2S2
Method: DFT, ωB97M-V/def2-TZVPD

Calculated values
relative energy (zero: lowest compared OMol25 entry of this formula, charge and spin): 6.9 kcal/mol
charge: 0
F_max: 0.0980 Eh/bohr
2S+1: 1
structure (SMILES): O=C1c2cc(Cl)ccc2OC1(S)S
HOMO energy: -9.11 eV

Each line ends with the Mulliken charge.
Element x y z (Å)
O: 1.221 -2.535 0.330  -0.50
C: 0.903 -1.443 0.062  0.30
C: -0.283 -0.651 -0.078  0.55
C: -1.580 -1.110 -0.087  -0.60
C: -2.579 -0.123 -0.046  0.19
Cl: -4.297 -0.634 -0.108  -0.21
C: -2.257 1.256 0.063  -0.18
C: -0.988 1.793 0.068  -0.88
C: -0.017 0.726 0.036  0.44
O: 1.338 1.051 0.067  -0.42
C: 2.136 -0.064 -0.060  0.32
S: 2.918 -0.148 -1.726  -0.21
S: 3.242 -0.274 1.390  -0.22
H: -1.854 -2.183 -0.246  0.38
H: -3.083 1.947 0.328  0.31
H: -0.963 2.774 0.395  0.43
H: 3.189 1.177 -1.596  0.15
H: 2.956 -1.559 1.207  0.14